Entry 1:
Computed, not measured: a single C4H9NO molecule, with ωB97M-V/def2-TZVPD.

Results
- maximum force (hartree/bohr) = 0.0041
- electronic energy (hartree) = -287.63037
- LUMO (alpha / beta) (eV) = 0.079 / 0.080

Last column: Mulliken charge in e.
Cartesian coordinates (Å):
O  0.84  0.02  -1.31  -0.51
N  0.37  0.74  0.96  -0.84
C  0.95  -1.15  -0.49  -0.57
C  -1.00  1.11  0.61  -0.29
C  0.54  -0.68  0.97  -0.14
C  -0.96  0.76  -0.81  -0.36
H  1.12  0.72  -0.62  0.48
H  -0.37  -1.24  1.27  0.21
H  -1.15  2.18  0.78  0.30
H  0.31  -1.92  -0.92  0.29
H  -0.82  1.52  -1.57  0.27
H  -1.77  0.54  1.17  0.29
H  -1.40  -0.17  -1.17  0.26
H  1.99  -1.48  -0.52  0.26
H  1.34  -0.94  1.66  0.35


Entry 2:
Computed, not measured: a single C4H9NO molecule at a distorted geometry, with ωB97M-V/def2-TZVPD.

Results
- maximum force (hartree/bohr) = 0.0621
- electronic energy (hartree) = -287.71755
- structure (SMILES) = OCCN1CC1
- LUMO (eV) = 0.940

Last column: Mulliken charge in e.
Cartesian coordinates (Å):
O  -0.33  0.78  2.68  -0.51
N  0.49  -0.08  -0.81  -0.33
C  0.44  0.38  1.53  -0.32
C  -0.19  -1.29  -1.09  -0.50
C  -0.12  0.79  0.21  -0.53
C  -0.16  -0.22  -2.11  -0.34
H  -1.07  0.46  -2.28  0.20
H  0.42  -2.16  -1.18  0.29
H  0.56  -0.23  -2.87  0.28
H  1.50  0.72  1.59  0.27
H  0.08  1.82  0.00  0.35
H  -1.24  -1.29  -0.70  0.26
H  0.38  0.49  3.37  0.36
H  0.43  -0.80  1.45  0.17
H  -1.20  0.64  0.22  0.36


Entry 3:
Computed, not measured: a single C4H9NO molecule at a distorted geometry, with ωB97M-V/def2-TZVPD.

Results
- maximum force (hartree/bohr) = 0.0650
- electronic energy (hartree) = -287.75921
- structure (SMILES) = CCNC(C)=O
- LUMO (eV) = 0.912

Last column: Mulliken charge in e.
Cartesian coordinates (Å):
O  -1.86  -0.10  0.24  -0.53
N  -0.02  -0.80  -0.83  -0.22
C  0.18  0.56  -1.37  -0.49
C  -0.93  -0.89  0.23  0.57
C  1.21  1.34  -0.55  -0.97
C  -0.82  -1.18  1.78  -1.04
H  0.18  -1.49  2.02  0.34
H  0.48  0.51  -2.42  0.35
H  -1.03  -0.23  2.34  0.29
H  1.33  2.36  -0.94  0.33
H  0.88  1.42  0.49  0.27
H  -1.59  -1.89  2.10  0.32
H  0.58  -1.53  -1.21  0.22
H  -0.78  1.07  -1.32  0.29
H  2.19  0.85  -0.56  0.27


Entry 4:
Computed, not measured: a 2-piece molecular cluster, C4H9NO overall at a distorted geometry, with ωB97M-V/def2-TZVPD.

Results
- maximum force (hartree/bohr) = 0.0333
- electronic energy (hartree) = -287.74060
- structure (SMILES) = C=CC(=C)N.O
- LUMO (eV) = 0.915

Last column: Mulliken charge in e.
Cartesian coordinates (Å):
O  0.44  -3.54  0.59  -0.65
N  -0.43  1.24  1.52  -0.43
C  1.12  0.10  0.11  -1.14
C  -0.04  0.75  0.30  1.01
C  -0.90  1.28  -0.81  -0.24
C  -0.66  0.98  -2.08  -0.75
H  1.68  -0.12  1.02  0.30
H  1.27  -3.90  0.90  0.32
H  0.37  -2.67  0.99  0.32
H  -1.14  1.56  -2.87  0.23
H  1.26  -0.63  -0.68  0.28
H  -0.06  0.15  -2.41  0.22
H  -1.76  1.85  -0.48  0.20
H  -1.25  1.82  1.55  0.15
H  0.09  1.13  2.37  0.18


Entry 5:
Computed, not measured: a single C4H9NO molecule, with ωB97M-V/def2-TZVPD.

Results
- maximum force (hartree/bohr) = 0.0101
- electronic energy (hartree) = -287.75848
- structure (SMILES) = CN(C)CC=O
- LUMO (eV) = 0.901

Last column: Mulliken charge in e.
Cartesian coordinates (Å):
O  3.04  -0.26  -0.56  -0.48
N  -0.50  -0.20  0.36  0.05
C  -1.44  -0.80  -0.55  -0.98
C  -0.63  1.24  0.46  -1.09
C  0.85  -0.73  0.29  -0.53
C  1.99  0.18  -0.15  0.06
H  -1.66  1.49  0.76  0.30
H  -0.43  1.78  -0.49  0.36
H  0.89  -1.62  -0.34  0.38
H  1.11  -1.06  1.31  0.23
H  -2.46  -0.50  -0.26  0.32
H  -1.39  -1.89  -0.46  0.34
H  1.86  1.27  0.00  0.33
H  0.04  1.64  1.23  0.36
H  -1.29  -0.53  -1.61  0.34


Entry 6:
Computed, not measured: a single C4H9NO molecule at a distorted geometry, with ωB97M-V/def2-TZVPD.

Results
- maximum force (hartree/bohr) = 0.0444
- electronic energy (hartree) = -287.67032
- LUMO (alpha / beta) (eV) = -1.036 / -1.039

Last column: Mulliken charge in e.
Cartesian coordinates (Å):
O  0.48  1.63  0.43  -0.80
N  0.84  -0.29  1.80  -0.67
C  1.18  -0.57  -0.66  -1.38
C  0.39  0.33  0.54  1.08
C  -0.88  -0.23  0.09  -0.22
C  -1.67  0.42  -0.95  -1.16
H  -1.05  1.06  -1.59  0.33
H  0.88  -0.34  -1.68  0.43
H  0.59  0.34  2.55  0.29
H  -2.37  1.11  -0.44  0.32
H  -1.36  -1.01  0.69  0.38
H  2.18  -0.15  -0.55  0.37
H  -2.27  -0.29  -1.53  0.39
H  1.85  -0.35  1.79  0.27
H  1.22  -1.64  -0.47  0.37


Entry 7:
Computed, not measured: a single C4H9NO molecule, with ωB97M-V/def2-TZVPD.

Results
- maximum force (hartree/bohr) = 0.0129
- electronic energy (hartree) = -287.72568
- LUMO (eV) = 1.031

Last column: Mulliken charge in e.
Cartesian coordinates (Å):
O  -1.31  0.02  -0.59  -0.17
N  0.53  1.19  -0.56  0.09
C  0.67  1.11  0.90  -0.37
C  1.20  -0.22  1.41  -0.99
C  -1.62  -1.12  -1.41  -0.62
C  -0.41  0.71  -1.35  -0.54
H  -2.19  -0.82  -2.29  0.29
H  -2.16  -1.81  -0.77  0.24
H  1.30  1.60  -1.08  0.26
H  1.34  1.93  1.19  0.37
H  1.37  -0.17  2.49  0.32
H  2.15  -0.49  0.93  0.30
H  -0.31  1.32  1.34  0.25
H  0.48  -1.02  1.21  0.26
H  -0.68  -1.58  -1.75  0.34


Entry 8:
Computed, not measured: a 2-piece molecular cluster, C4H9NO overall at a distorted geometry, with ωB97M-V/def2-TZVPD.

Results
- maximum force (hartree/bohr) = 0.0327
- electronic energy (hartree) = -287.69116
- LUMO (eV) = 0.584

Last column: Mulliken charge in e.
Cartesian coordinates (Å):
O  -1.09  1.28  0.53  -0.72
N  -0.99  -1.55  0.35  -0.36
C  1.63  0.25  0.55  -1.20
C  -0.14  0.04  -1.29  -0.60
C  -1.20  -0.53  -0.53  0.22
C  0.95  0.62  -0.72  0.10
H  1.48  1.34  -1.34  0.37
H  -1.79  -1.85  0.89  0.24
H  -0.46  0.43  -2.25  0.23
H  -2.17  -0.58  -1.01  0.35
H  0.91  0.11  1.35  0.34
H  -0.12  -1.55  0.86  0.21
H  -1.56  1.61  1.31  0.17
H  2.24  -0.66  0.43  0.28
H  2.30  1.04  0.87  0.35


Entry 9:
Computed, not measured: a single C4H9NO molecule, with ωB97M-V/def2-TZVPD.

Results
- maximum force (hartree/bohr) = 0.0097
- electronic energy (hartree) = -287.70538
- LUMO (eV) = 1.005

Last column: Mulliken charge in e.
Cartesian coordinates (Å):
O  1.10  0.44  -0.24  -0.36
N  -1.42  0.09  -0.19  0.05
C  -2.73  0.26  0.39  -0.77
C  2.50  0.54  -0.25  -0.70
C  -0.81  -1.06  -0.03  -0.82
C  0.67  -0.90  -0.12  0.00
H  1.07  -1.53  -0.92  0.32
H  -3.03  -0.76  0.66  0.37
H  1.03  -1.33  0.83  0.30
H  -3.47  0.74  -0.26  0.27
H  2.92  -0.01  -1.10  0.29
H  2.75  1.60  -0.33  0.23
H  -2.61  0.84  1.31  0.27
H  -0.90  0.94  -0.44  0.26
H  2.94  0.14  0.68  0.29


Entry 10:
Computed, not measured: a single C4H9NO molecule, with ωB97M-V/def2-TZVPD.

Results
- maximum force (hartree/bohr) = 0.0064
- electronic energy (hartree) = -287.75693
- structure (SMILES) = CN1CC[C@H]1O
- LUMO (eV) = 1.113

Last column: Mulliken charge in e.
Cartesian coordinates (Å):
O  -0.33  1.65  1.39  -0.51
N  -0.62  0.08  -0.34  -0.08
C  -1.59  -0.98  -0.36  -0.94
C  0.62  -0.05  -1.12  -0.51
C  0.09  0.41  0.88  0.00
C  1.43  0.38  0.12  -0.61
H  -1.14  -1.99  -0.35  0.34
H  1.94  1.35  0.04  0.30
H  0.67  0.62  -1.99  0.27
H  2.14  -0.37  0.49  0.21
H  -2.23  -0.89  0.53  0.35
H  0.84  -1.08  -1.46  0.26
H  0.43  2.11  1.75  0.30
H  0.00  -0.36  1.66  0.35
H  -2.24  -0.90  -1.24  0.28


Entry 11:
Computed, not measured: a single C4H9NO molecule at a distorted geometry, with ωB97M-V/def2-TZVPD.

Results
- maximum force (hartree/bohr) = 0.1673
- electronic energy (hartree) = -287.59612
- structure (SMILES) = CN[C@@H]1C[C@@H]1O
- LUMO (eV) = 0.483

Last column: Mulliken charge in e.
Cartesian coordinates (Å):
O  -1.81  -1.42  0.15  -0.63
N  0.92  -0.79  -0.46  -0.40
C  2.17  -0.29  0.20  -0.76
C  -1.48  -0.20  -0.47  -0.06
C  -1.06  1.15  0.30  -0.80
C  -0.20  0.30  -0.59  -0.08
H  -0.84  0.97  1.39  0.24
H  -2.04  0.02  -1.39  0.30
H  -1.72  2.18  0.19  0.22
H  0.22  0.64  -1.61  0.35
H  -2.05  -1.01  1.25  0.40
H  2.54  0.50  -0.51  0.29
H  2.10  0.27  1.02  0.34
H  3.11  -0.98  0.37  0.26
H  0.13  -1.35  0.18  0.31


Entry 12:
Computed, not measured: a single C4H9NO molecule at a distorted geometry, with ωB97M-V/def2-TZVPD.

Results
- maximum force (hartree/bohr) = 0.0302
- electronic energy (hartree) = -287.75325
- structure (SMILES) = CN(C)CC=O
- LUMO (eV) = 1.024

Last column: Mulliken charge in e.
Cartesian coordinates (Å):
O  2.27  0.63  0.97  -0.44
N  -0.77  0.18  -0.22  -0.10
C  -0.87  0.64  -1.59  -1.06
C  1.33  -0.10  1.11  -0.03
C  -1.97  -0.61  0.10  -1.08
C  0.46  -0.58  -0.03  -0.50
H  1.18  -0.57  2.11  0.32
H  0.34  -1.67  0.01  0.40
H  -2.04  -1.51  -0.54  0.37
H  -1.84  -1.01  1.11  0.34
H  -1.78  1.18  -1.81  0.31
H  -0.77  -0.14  -2.36  0.39
H  1.10  -0.42  -0.91  0.37
H  -0.07  1.34  -1.85  0.37
H  -2.80  0.08  0.16  0.35


ΔE to the lowest compared entry with this formula, charge and spin (computed, kcal/mol): 126.8 72.1 46.0 57.6 46.4 101.7 67.0 88.7 79.7 47.4 148.3 49.7